Record 1
{
  "formula": "C21H26N2O3PdS2Sb",
  "method": "ωB97M-V with the def2-TZVPD basis set",
  "gap_ha": [0.25602, 0.25334],
  "energy_ha": -2315.60621,
  "spin_multiplicity": 3,
  "lumo_energy_ev": [2.7, 2.4],
  "total_charge": -1,
  "elements": ["Pd", "C", "C", "N", "N", "C", "S", "S", "C", "C", "C", "C", "C", "C", "C", "C", "C", "C", "C", "C", "C", "O", "H", "H", "H", "H", "H", "H", "H", "H", "H", "H", "H", "H", "H", "H", "C", "C", "O", "O", "H", "H", "H", "C", "Sb", "C", "C", "H", "H", "H", "H", "H", "H", "H", "H", "H"],
  "positions_angstrom": [[-0.0622, -0.1232, -0.3528], [1.0005, 3.7671, 1.7150], [1.0476, 2.3847, 1.1135], [-0.0213, 1.8110, 0.6969], [-1.2130, 2.4723, 0.8129], [-2.1120, 2.1491, -0.0593], [-1.9902, 1.0901, -1.3938], [-3.6650, 3.0199, 0.1411], [-3.0174, 4.7444, 0.2483], [-2.5453, 5.2196, -1.0929], [-1.2595, 4.9318, -1.5456], [-0.8658, 5.2961, -2.8247], [-1.7436, 5.9680, -3.6619], [-3.0225, 6.2695, -3.2160], [-3.4197, 5.8918, -1.9437], [2.3287, 1.6888, 0.9896], [3.2903, 1.8134, 1.9947], [4.5058, 1.1619, 1.9232], [4.7796, 0.3726, 0.8041], [3.8642, 0.2493, -0.2159], [2.5991, 0.8987, -0.1819], [1.7752, 0.7967, -1.1677], [0.3039, 4.3957, 1.1637], [1.9873, 4.2225, 1.7061], [0.6356, 3.7091, 2.7442], [-2.2314, 4.7231, 0.9982], [-3.8584, 5.3352, 0.6103], [-0.5653, 4.3976, -0.9093], [0.1256, 5.0323, -3.1702], [-1.4322, 6.2545, -4.6590], [-3.7163, 6.7887, -3.8664], [-4.4270, 6.1024, -1.6009], [3.0538, 2.4174, 2.8650], [5.2260, 1.2498, 2.7270], [5.7225, -0.1600, 0.7414], [4.0769, -0.3626, -1.0843], [-1.9115, -3.7067, -1.3122], [-1.1865, -2.4491, -0.8593], [-1.6366, -1.8170, 0.1342], [-0.1516, -2.1058, -1.4824], [-2.8297, -3.8437, -0.7459], [-1.2565, -4.5669, -1.1691], [-2.1370, -3.6219, -2.3748], [0.4839, -3.6735, 1.8386], [0.9148, -1.5528, 1.7648], [-0.6920, -0.9963, 3.0960], [2.3379, -1.6830, 3.4098], [0.7041, -4.0402, 2.8405], [1.0976, -4.2066, 1.1127], [-0.5674, -3.8299, 1.6047], [-0.6820, -1.6417, 3.9747], [-1.6295, -1.1021, 2.5543], [-0.5690, 0.0441, 3.3984], [1.9288, -2.3382, 4.1792], [2.5188, -0.6942, 3.8307], [3.2872, -2.0872, 3.0581]],
  "forces_ev_per_a": [[0.2, 0.4, -0.6], [0.0, -0.1, 0.0], [-0.2, 0.3, 0.1], [0.1, -0.7, -0.4], [-0.4, 0.4, 0.4], [0.2, 0.1, 0.0], [0.1, -0.1, 0.1], [0.0, 0.2, -0.1], [-0.1, -0.5, 0.0], [0.0, 0.0, 0.0], [0.0, 0.0, 0.0], [0.0, 0.0, 0.0], [0.0, 0.0, 0.0], [0.0, 0.0, 0.0], [0.0, 0.0, 0.1], [0.1, -0.3, -0.3], [-0.1, 0.0, -0.1], [0.1, 0.0, 0.2], [-0.1, 0.0, 0.0], [0.0, 0.0, -0.1], [0.2, 0.3, 0.2], [-0.2, -0.3, 0.2], [0.0, 0.0, 0.0], [0.0, 0.0, 0.0], [0.0, 0.1, 0.0], [0.0, 0.1, 0.0], [0.0, 0.0, 0.0], [-0.1, 0.0, 0.0], [0.0, 0.0, 0.0], [0.0, 0.0, 0.0], [0.0, 0.0, 0.0], [0.0, 0.0, 0.0], [0.0, 0.0, 0.0], [0.0, 0.0, 0.0], [0.0, 0.0, 0.0], [0.0, 0.0, 0.0], [0.0, 0.2, 0.1], [-0.2, -0.6, 0.0], [0.1, 0.1, 0.0], [-0.1, 0.2, 0.0], [0.0, 0.0, 0.0], [0.0, 0.0, 0.0], [0.0, 0.0, 0.0], [0.1, 0.2, -0.2], [-0.2, -0.5, 1.0], [0.2, 0.0, -0.2], [0.1, 0.1, -0.3], [0.0, 0.0, 0.0], [0.0, 0.0, 0.0], [0.0, 0.0, 0.0], [0.0, 0.0, 0.0], [0.0, 0.0, 0.0], [0.0, 0.0, 0.0], [-0.1, 0.0, 0.0], [0.0, 0.0, -0.1], [0.0, 0.0, 0.0]],
  "lowdin_charge": [0.71, -0.02, -0.28, -0.06, -0.09, -1.15, 0.57, 0.84, -0.42, -0.30, -0.04, -0.08, -0.10, -0.10, -0.06, -0.17, -0.08, -0.14, -0.12, -0.04, -0.46, -0.18, 0.05, 0.08, 0.09, 0.06, 0.07, 0.09, 0.10, 0.09, 0.09, 0.11, 0.11, 0.09, 0.09, 0.11, -0.01, -0.79, -0.17, -0.11, 0.07, 0.07, 0.08, -0.31, 1.38, -0.31, -0.33, -0.01, 0.00, 0.00, 0.00, -0.01, 0.00, -0.01, -0.01, -0.01]
}

Record 2
{
  "formula": "C21H26N2O4",
  "method": "ωB97M-V with the def2-TZVPD basis set",
  "gap_ha": 0.33802,
  "energy_ha": -1226.32898,
  "lumo_energy_ev": 0.6,
  "smiles": "COc1cc(OC)cc(C(=O)NCC(=O)N[C@H](C)CCc2ccccc2)c1",
  "elements": ["C", "O", "C", "C", "C", "O", "C", "C", "C", "C", "O", "N", "C", "C", "O", "N", "C", "C", "C", "C", "C", "C", "C", "C", "C", "C", "C", "H", "H", "H", "H", "H", "H", "H", "H", "H", "H", "H", "H", "H", "H", "H", "H", "H", "H", "H", "H", "H", "H", "H", "H", "H", "H"],
  "positions_angstrom": [[-1.1388, -2.0244, -2.8700], [-2.3766, -1.7109, -2.2788], [-2.4286, -0.6900, -1.3793], [-3.6837, -0.4692, -0.8077], [-3.8557, 0.5241, 0.1432], [-5.0303, 0.8083, 0.7587], [-6.1693, 0.0522, 0.4221], [-2.7603, 1.3025, 0.5270], [-1.5262, 1.0968, -0.0573], [-0.3655, 1.9053, 0.4136], [-0.2063, 2.2311, 1.5728], [0.5232, 2.2261, -0.5603], [1.7751, 2.8838, -0.2857], [2.9737, 2.0193, -0.6870], [3.9545, 2.4866, -1.2258], [2.8177, 0.7111, -0.4095], [3.8302, -0.2772, -0.7285], [3.3206, -1.2063, -1.8294], [4.3008, -1.0182, 0.5319], [3.4172, -2.1823, 0.9982], [1.9873, -1.8277, 1.3060], [1.6758, -0.8449, 2.2408], [0.3600, -0.5625, 2.5626], [-0.6689, -1.2619, 1.9549], [-0.3737, -2.2419, 1.0236], [0.9440, -2.5202, 0.7025], [-1.3488, 0.0997, -1.0171], [-0.3938, -2.2998, -2.1169], [-0.7576, -1.1938, -3.4730], [-1.3301, -2.8783, -3.5179], [-4.4901, -1.1073, -1.1288], [-6.9788, 0.4542, 1.0291], [-6.4231, 0.1590, -0.6372], [-6.0316, -1.0076, 0.6581], [-2.8844, 2.0605, 1.2824], [0.3091, 2.0125, -1.5206], [1.8046, 3.0718, 0.7925], [1.8502, 3.8391, -0.8137], [2.0076, 0.3998, 0.1073], [4.6754, 0.3026, -1.1183], [3.1395, -0.6346, -2.7367], [2.3913, -1.6836, -1.5293], [4.0602, -1.9719, -2.0470], [4.3994, -0.2835, 1.3329], [5.2969, -1.4196, 0.3347], [3.8697, -2.5878, 1.9088], [3.4381, -2.9754, 0.2490], [2.4716, -0.3046, 2.7329], [0.1362, 0.2080, 3.2829], [-1.6952, -1.0439, 2.2063], [-1.1722, -2.7969, 0.5520], [1.1667, -3.3031, -0.0114], [-0.3692, -0.0802, -1.4302]],
  "forces_ev_per_a": [[0.2, -0.1, -0.1], [-0.3, 0.1, 0.2], [0.0, 0.2, 0.0], [-0.1, -0.1, 0.0], [0.3, 0.0, -0.1], [0.3, 0.2, 0.0], [-0.2, -0.1, -0.1], [0.1, 0.1, 0.0], [-0.6, -0.2, 0.1], [0.1, 0.1, -0.2], [-0.1, 0.1, 0.3], [0.1, 0.1, -0.2], [0.2, 0.2, 0.1], [-0.5, 0.1, 0.1], [0.3, 0.3, -0.1], [-0.1, -0.3, 0.1], [0.2, 0.0, -0.1], [0.2, 0.2, 0.1], [-0.1, -0.1, -0.1], [0.2, 0.1, 0.1], [0.0, -0.1, 0.0], [0.0, -0.1, 0.0], [0.0, 0.0, 0.1], [-0.1, -0.1, 0.1], [-0.1, -0.1, 0.1], [0.0, 0.0, 0.0], [0.0, -0.1, -0.3], [0.0, 0.0, 0.0], [0.0, 0.0, 0.0], [0.1, 0.1, 0.0], [-0.1, -0.1, 0.0], [0.0, -0.1, -0.1], [0.0, 0.0, 0.0], [0.0, 0.0, 0.0], [0.0, 0.1, 0.1], [-0.1, 0.0, 0.1], [0.0, 0.0, -0.2], [0.1, -0.2, 0.1], [0.0, 0.1, -0.1], [-0.2, -0.1, 0.1], [0.0, 0.0, -0.1], [-0.1, -0.1, 0.0], [0.1, -0.2, -0.1], [0.1, 0.0, 0.0], [0.0, 0.0, 0.0], [0.0, -0.1, -0.1], [0.0, 0.0, 0.0], [0.1, 0.1, 0.1], [0.0, 0.1, 0.0], [-0.1, 0.0, 0.0], [-0.1, 0.0, -0.1], [0.1, -0.1, -0.1], [0.1, -0.1, 0.0]],
  "lowdin_charge": [-0.08, -0.08, -0.27, 0.07, -0.26, -0.07, -0.08, 0.05, -0.14, -0.45, 0.07, 0.07, -0.07, -0.47, 0.06, 0.11, -0.34, -0.03, -0.14, -0.15, -0.25, -0.05, -0.07, -0.08, -0.09, -0.06, 0.01, 0.08, 0.10, 0.10, 0.12, 0.09, 0.10, 0.10, 0.13, 0.14, 0.13, 0.13, 0.12, 0.14, 0.08, 0.06, 0.08, 0.11, 0.12, 0.12, 0.11, 0.12, 0.11, 0.11, 0.11, 0.11, 0.10]
}

Record 3
{
  "formula": "C21H26N2O4",
  "method": "ωB97M-V with the def2-TZVPD basis set",
  "gap_ha": 0.29754,
  "energy_ha": -1226.30558,
  "lumo_energy_ev": 0.5,
  "smiles": "COCCOC(=O)c1[nH]c2c(c1C)C(=O)C[C@H](c1ccc(N(C)C)cc1)C2",
  "elements": ["C", "O", "C", "C", "O", "C", "O", "C", "N", "C", "C", "C", "C", "C", "O", "C", "C", "C", "C", "C", "C", "N", "C", "C", "C", "C", "C", "H", "H", "H", "H", "H", "H", "H", "H", "H", "H", "H", "H", "H", "H", "H", "H", "H", "H", "H", "H", "H", "H", "H", "H", "H", "H"],
  "positions_angstrom": [[3.9139, -1.3058, -0.9776], [3.0839, -0.3881, -1.6452], [2.9184, -0.6277, -3.0199], [2.0944, -1.8827, -3.3518], [0.8667, -1.8937, -2.6432], [-0.0831, -1.0186, -3.0789], [0.0354, -0.3761, -4.0961], [-1.1871, -0.9584, -2.1492], [-1.2225, -1.7544, -1.0195], [-2.2446, -1.3852, -0.2410], [-2.9059, -0.3262, -0.8573], [-2.2434, -0.0599, -2.0830], [-2.6007, 0.9835, -3.0706], [-3.9367, 0.4392, -0.1759], [-4.5928, 1.3231, -0.6870], [-4.1306, 0.0608, 1.2903], [-2.9744, -0.6911, 1.9545], [-1.7130, 0.1184, 2.1526], [-0.7601, -0.3433, 3.0533], [0.4805, 0.2479, 3.1709], [0.8348, 1.3422, 2.3716], [2.0743, 1.9394, 2.4515], [3.0817, 1.3760, 3.3148], [2.5382, 2.7218, 1.3263], [-0.1468, 1.8351, 1.5024], [-1.3875, 1.2400, 1.4025], [-2.6053, -1.9191, 1.0914], [4.0681, -0.9029, 0.0219], [3.4521, -2.2956, -0.8951], [4.8821, -1.4048, -1.4839], [3.8933, -0.7121, -3.5238], [2.3902, 0.2499, -3.3991], [1.9049, -1.8975, -4.4303], [2.6110, -2.7964, -3.0519], [-0.5360, -2.4655, -0.8254], [-3.3632, 0.6017, -3.7497], [-3.0196, 1.8484, -2.5616], [-1.7300, 1.2618, -3.6580], [-5.0252, -0.5704, 1.3234], [-4.3623, 0.9728, 1.8442], [-3.3159, -1.0451, 2.9344], [-0.9880, -1.2002, 3.6740], [1.1783, -0.1678, 3.8795], [3.4216, 0.3852, 2.9833], [2.6953, 1.2912, 4.3312], [3.9413, 2.0434, 3.3426], [1.9910, 3.6652, 1.2632], [3.5916, 2.9566, 1.4597], [2.4215, 2.1822, 0.3798], [0.0545, 2.6966, 0.8883], [-2.1034, 1.6673, 0.7183], [-3.4664, -2.5908, 1.0148], [-1.7744, -2.4706, 1.5342]],
  "forces_ev_per_a": [[0.0, 0.0, 0.0], [-0.1, 0.1, 0.1], [-0.3, -0.1, -0.2], [0.5, 0.3, -0.2], [-0.4, 0.0, 0.2], [0.3, 0.0, -0.3], [0.0, -0.1, 0.1], [-0.5, 0.5, -0.1], [0.0, -0.1, 0.2], [-0.3, 0.2, -0.1], [0.3, -0.3, -0.3], [0.4, -0.4, 0.0], [0.1, 0.2, -0.1], [0.0, -0.2, 0.2], [0.0, 0.1, 0.0], [-0.1, 0.1, 0.2], [0.0, -0.1, 0.0], [-0.1, 0.0, 0.2], [-0.1, 0.1, -0.1], [0.2, 0.0, 0.1], [-0.2, 0.0, 0.0], [0.3, 0.1, 0.1], [-0.1, -0.1, 0.0], [-0.1, 0.1, -0.1], [0.1, 0.1, -0.1], [0.0, -0.1, 0.1], [-0.1, -0.1, 0.2], [0.1, -0.1, 0.0], [0.0, 0.0, 0.0], [0.0, 0.0, 0.0], [-0.1, 0.0, 0.0], [0.1, -0.1, -0.1], [0.1, -0.1, 0.1], [-0.1, 0.1, -0.1], [-0.1, 0.1, 0.1], [-0.1, 0.0, -0.1], [0.0, 0.0, 0.0], [0.0, 0.0, -0.1], [0.0, 0.0, 0.0], [-0.1, 0.0, -0.1], [0.0, 0.0, -0.1], [0.0, -0.1, 0.1], [0.1, 0.0, 0.1], [0.0, 0.0, 0.1], [0.1, -0.1, 0.0], [0.0, 0.0, 0.0], [0.0, 0.0, -0.1], [0.0, 0.0, 0.0], [0.0, 0.0, 0.0], [0.1, 0.1, -0.1], [0.0, 0.1, -0.1], [0.0, 0.0, 0.0], [0.0, 0.0, 0.0]],
  "lowdin_charge": [-0.11, -0.18, -0.19, -0.14, -0.01, -0.41, 0.11, -0.10, 0.18, -0.18, -0.07, -0.12, -0.01, -0.37, 0.09, -0.06, -0.26, -0.21, -0.04, -0.02, -0.24, -0.20, -0.08, -0.07, 0.00, -0.01, -0.06, 0.08, 0.09, 0.09, 0.13, 0.13, 0.13, 0.12, 0.17, 0.10, 0.08, 0.07, 0.13, 0.13, 0.14, 0.12, 0.09, 0.09, 0.08, 0.08, 0.08, 0.08, 0.09, 0.10, 0.11, 0.13, 0.12]
}

Strongest force on any atom, record by record: 0.022; 0.012; 0.013 hartree/bohr